Molecular formula: C17H16N3O4Re
Method: DFT, wB97M-V/def2-TZVPD

energy relative to the best compared isomer or geometry (same formula, charge and spin): 77.1 kJ/mol
HOMO energy (spin up / spin down): -9.46 / -9.30 eV
charge: +1
2S+1: 4
<S²>: 3.797
HOMO-LUMO gap (spin up / spin down): 4.4 / 3.8 eV

Element x y z (Å)
Re1 0.1288 0.0420 -1.0091
O1 -1.5668 -2.8466 6.0166
C1 -1.0803 -1.8418 6.3296
O2 -0.6028 -0.8491 6.6934
C2 -0.5321 -1.1213 3.6240
C3 0.0715 0.0967 3.3010
C4 0.2308 0.4689 1.9782
N1 -0.1953 -0.3423 0.9932
C5 -0.7756 -1.5322 1.2750
C6 -0.9415 -1.9555 2.5758
C7 -1.2019 -2.3335 0.0598
O3 -1.6567 -3.4327 0.1484
O4 -0.9969 -1.6585 -1.0731
H1 0.4154 0.7818 4.0678
H2 0.6895 1.4079 1.6775
H3 -1.3992 -2.9276 2.7192
C8 -3.1068 3.7706 -2.5603
N2 -1.7890 3.8844 -1.9116
C9 -1.1428 5.2034 -1.8450
C10 -1.1593 2.8190 -1.5709
N3 -0.6013 1.8401 -1.2581
H4 -3.7751 4.5137 -2.1308
H5 -3.5188 2.7796 -2.3892
H6 -3.0115 3.9446 -3.6316
H7 -1.8520 5.9143 -1.4272
H8 -0.8469 5.5306 -2.8414
H9 -0.2656 5.1544 -1.2059
C11 2.1943 0.4228 -1.2806
C12 2.2471 -1.0582 -1.2201
C13 2.6094 -1.7541 -0.0514
C14 2.4846 -3.1263 0.0067
C15 1.9861 -3.8363 -1.0872
C16 1.6236 -3.1745 -2.2467
C17 1.7516 -1.7940 -2.3175
H10 2.4494 0.8396 -2.2566
H11 2.7471 0.9318 -0.4944
H12 2.9885 -1.1985 0.7981
H13 2.7695 -3.6519 0.9080
H14 1.8807 -4.9108 -1.0272
H15 1.2338 -3.7249 -3.0914
H16 1.5163 -1.2756 -3.2450

These are the natural (NBO) partial charges, in e, on atoms 1 to 5: Re 1.715; O -0.531; C 1.056; O -0.536; C -0.183


Molecular formula: C5H8Br4O4
Method: DFT, wB97M-V/def2-TZVPD

energy relative to the best compared isomer or geometry (same formula, charge and spin): 0.0 kJ/mol
HOMO energy: -8.95 eV
charge: 0
HOMO-LUMO gap: 8.7 eV

Element x y z (Å)
C1 -0.7775 -0.4777 -1.3747
C2 0.0983 -1.4527 0.8516
C3 0.4124 -0.9744 -0.5212
C4 0.6756 2.2894 1.7276
C5 1.5990 -1.1187 -1.1117
O1 -0.4553 0.6804 -2.0604
O2 0.6864 -0.5307 1.7987
O3 1.4805 2.1763 2.5741
O4 1.9133 -0.6986 -2.3674
Br1 1.3278 2.6544 -0.0852
Br2 -1.1141 1.9083 1.8050
Br3 -3.9589 1.3181 -0.1480
Br4 3.0802 -1.7746 -0.0840
H1 -1.0110 -1.3105 -2.0714
H2 -1.6047 -0.3363 -0.6517
H3 0.5513 -2.3735 1.0889
H4 -1.0163 -1.5586 1.1200
H5 -0.5263 1.3809 -1.3697
H6 -4.1702 1.1259 1.2392
H7 1.4944 -0.9227 2.2150
H8 1.3151 -0.0048 -2.5744

These are the natural (NBO) partial charges, in e, on atoms 1 to 5: C -0.090; C -0.090; C -0.219; C 0.359; C 0.301


Molecular formula: C5H7IN
Method: DFT, wB97M-V/def2-TZVPD

energy relative to the best compared isomer or geometry (same formula, charge and spin): 418.4 kJ/mol
HOMO energy: -13.15 eV
charge: +1
HOMO-LUMO gap: 8.1 eV

Element x y z (Å)
C1 -0.0183 0.3946 1.4219
C2 -0.8139 1.1535 0.5796
C3 -0.4362 1.9786 -0.5557
C4 -0.4569 0.4546 -0.7221
C5 0.5779 -0.2290 0.2477
N1 0.0295 -2.0192 0.0094
I1 2.6066 -0.1680 -0.1291
H1 0.3263 0.4863 2.3703
H2 -1.1905 2.4531 -1.3269
H3 0.5695 2.4417 -0.5546
H4 -1.0984 0.1413 -1.5527
H5 0.8254 -2.5410 0.3881
H6 -0.2155 -2.4435 -0.8866
H7 -0.7054 -2.1032 0.7108

These are the natural (NBO) partial charges, in e, on atoms 1 to 5: C -0.288; C 0.174; C -0.395; C -0.366; C 0.009


Molecular formula: C5H11NO2
Method: DFT, wB97M-V/def2-TZVPD

energy relative to the best compared isomer or geometry (same formula, charge and spin): 229.7 kJ/mol
SMILES string: CN=C(O)O.C=CC
HOMO energy: -8.32 eV
charge: 0
HOMO-LUMO gap: 9.0 eV

Element x y z (Å)
C1 -1.3061 -1.3446 0.4405
N1 -0.8382 -0.0011 0.2274
C2 -1.6024 0.9848 0.0194
O1 -2.9430 1.0293 0.1319
O2 -1.1155 2.1671 -0.3329
H1 -0.5801 -2.0206 -0.0080
H2 -1.3694 -1.5610 1.5109
H3 -2.2808 -1.5642 -0.0174
H4 -3.2894 0.1642 0.3791
H5 -0.1630 2.0583 -0.5592
C3 1.4706 0.6375 -1.4135
C4 1.5243 0.5264 -0.0759
C5 1.9833 -0.6980 0.6473
H6 1.6785 -0.2274 -2.0229
H7 1.0421 1.4413 -1.9918
H8 1.4737 1.4085 0.5571
H9 1.3519 -0.8737 1.5120
H10 1.9541 -1.5707 -0.0003
H11 3.0096 -0.5562 0.9964

These are the natural (NBO) partial charges, in e, on atoms 1 to 5: C -0.433; N -0.587; C 0.818; O -0.673; O -0.670


Molecular formula: C25H28N6O4
Method: DFT, wB97M-V/def2-TZVPD

energy relative to the best compared isomer or geometry (same formula, charge and spin): 61.9 kJ/mol
SMILES string: CCOCCCN(C(=O)Cn1nnc2ccccc21)[C@@H](C(=O)NCc1ccco1)c1ccncc1
HOMO energy: -8.87 eV
charge: 0
HOMO-LUMO gap: 9.4 eV

Element x y z (Å)
C1 -2.9517 -2.0721 -2.0744
C2 -2.8892 -2.3553 -0.5807
O1 -2.7536 -1.1254 0.1018
C3 -2.9826 -1.1852 1.4937
C4 -1.8507 -1.8227 2.3017
C5 -0.5415 -1.0305 2.2412
N1 -0.0188 -0.9400 0.8825
C6 0.5224 -2.0680 0.3818
O2 0.5729 -3.1028 1.0226
C7 1.0525 -2.0652 -1.0621
N2 2.0860 -1.1118 -1.3266
N3 1.9476 -0.1676 -2.2704
N4 2.9894 0.5521 -2.3398
C8 3.8927 0.1111 -1.4205
C9 5.1671 0.5572 -1.0714
C10 5.8086 -0.1177 -0.0618
C11 5.2225 -1.2106 0.5957
C12 3.9674 -1.6702 0.2720
C13 3.3093 -0.9892 -0.7447
C14 0.0214 0.3388 0.2016
C15 -1.1669 1.2645 0.5532
O3 -1.2983 1.7818 1.6414
N5 -1.9562 1.5402 -0.5012
C16 -3.1588 2.3473 -0.3692
C17 -4.3869 1.5177 -0.5462
C18 -4.9880 1.0330 -1.6724
C19 -6.0791 0.2462 -1.2309
C20 -6.0550 0.3112 0.1274
O4 -5.0381 1.0766 0.5476
C21 1.2765 1.1358 0.5081
C22 1.5698 2.2563 -0.2623
C23 2.7232 2.9701 0.0160
N6 3.5643 2.6490 0.9838
C24 3.2787 1.5919 1.7206
C25 2.1551 0.8020 1.5295
H1 -3.0643 -3.0031 -2.6224
H2 -3.7973 -1.4245 -2.2904
H3 -2.0427 -1.5770 -2.4078
H4 -3.8137 -2.8568 -0.2576
H5 -2.0435 -3.0209 -0.3553
H6 -3.9170 -1.7334 1.6876
H7 -3.1182 -0.1478 1.8085
H8 -1.6646 -2.8392 1.9532
H9 -2.1677 -1.8753 3.3439
H10 0.1968 -1.5555 2.8566
H11 -0.6856 -0.0222 2.6253
H12 1.4311 -3.0786 -1.2411
H13 0.2364 -1.8689 -1.7631
H14 5.6108 1.3998 -1.5746
H15 6.7944 0.1981 0.2443
H16 5.7774 -1.7011 1.3814
H17 3.5095 -2.5057 0.7784
H18 -0.0184 0.1662 -0.8782
H19 -1.9170 0.9475 -1.3156
H20 -3.1314 3.1431 -1.1203
H21 -3.1423 2.7822 0.6327
H22 -4.6987 1.2215 -2.6866
H23 -6.7783 -0.2884 -1.8406
H24 -6.6887 -0.1205 0.8765
H25 0.9222 2.5529 -1.0725
H26 2.9914 3.8387 -0.5695
H27 3.9890 1.3592 2.5028
H28 1.9861 -0.0567 2.1587

These are the natural (NBO) partial charges, in e, on atoms 1 to 5: C -0.622; C -0.059; O -0.576; C -0.069; C -0.432


Molecular formula: C20H19HfOP
Method: DFT, wB97M-V/def2-TZVPD

HOMO energy (spin up / spin down): -14.98 / -14.98 eV
charge: +2
HOMO-LUMO gap (spin up / spin down): 5.1 / 5.1 eV

Element x y z (Å)
Hf1 0.0309 0.0583 0.1219
C1 0.3852 0.8687 -1.8606
H1 1.1688 1.5417 -2.2349
H2 0.3869 -0.0176 -2.5159
H3 -0.5790 1.3662 -2.0532
H4 -1.5448 -0.8210 -0.3101
H5 -1.4230 -1.1691 0.4188
O1 2.1669 -0.3631 0.3316
C2 1.6081 -1.4837 0.5858
C3 1.8253 -2.6392 1.3678
C4 2.8258 -3.6341 1.3248
C5 2.7052 -4.7578 2.1403
C6 1.6198 -4.9234 3.0223
C7 0.6240 -3.9494 3.0972
C8 0.7269 -2.8162 2.3023
P1 -0.3887 -1.4534 2.3160
C9 -0.4278 -0.8989 3.9828
C10 -1.6591 -0.6759 4.6219
C11 -1.6580 -0.3509 5.9756
C12 -0.4415 -0.2033 6.6602
C13 0.7811 -0.3275 5.9836
C14 0.7885 -0.6488 4.6294
C15 -0.3205 1.7265 1.6184
C16 0.6661 2.5649 2.1557
C17 0.3225 3.8643 2.5783
C18 -1.0105 4.3000 2.5014
C19 -2.0152 3.4232 2.0691
C20 -1.6704 2.1149 1.6665
H6 3.6680 -3.5184 0.6433
H7 3.4711 -5.5383 2.1060
H8 1.5554 -5.8088 3.6565
H9 -0.2366 -4.0491 3.7589
H10 -2.5731 -0.7841 4.0499
H11 -2.6024 -0.2202 6.5073
H12 -0.4433 0.0153 7.7333
H13 1.7250 -0.1886 6.5148
H14 1.7182 -0.7295 4.0730
H15 1.6918 2.2048 2.2592
H16 1.0915 4.5433 2.9665
H17 -1.2704 5.3265 2.7822
H18 -3.0647 3.7476 2.0465
H19 -2.4649 1.4039 1.4142

These are the natural (NBO) partial charges, in e, on atoms 1 to 5: Hf 1.880; C -1.212; H 0.303; H 0.254; H 0.254


Molecular formula: C30H25AsN4O6Pb
Method: DFT, wB97M-V/def2-TZVPD

HOMO energy: -3.09 eV
charge: -2
HOMO-LUMO gap: 7.8 eV

Element x y z (Å)
Pb1 -0.3866 -0.4148 -1.2517
O1 3.1808 2.4873 -1.8655
C1 2.4306 1.5176 -1.6859
O2 1.2473 1.5339 -1.2390
C2 2.9701 0.1626 -2.1662
C3 4.3139 -0.0102 -2.5377
C4 4.6745 -1.3272 -2.9285
C5 3.7314 -2.3173 -2.9689
C6 2.4229 -2.0347 -2.6099
N1 2.0733 -0.8118 -2.1711
C7 1.3160 -3.0893 -2.5932
O3 1.6817 -4.1995 -3.0360
O4 0.1804 -2.7170 -2.2331
H1 5.0034 0.8436 -2.4993
H2 5.7023 -1.5292 -3.1259
H3 3.9538 -3.3057 -3.3196
C8 -2.6378 4.8714 1.1740
C9 -1.5088 4.7633 0.3645
C10 -0.8335 3.5750 0.2601
C11 -1.2758 2.4841 1.0127
C12 -2.3429 2.6060 1.8845
C13 -3.0107 3.8137 1.9966
N2 -0.6275 1.1962 0.9107
N3 -0.0643 0.8644 1.9520
C14 0.4695 -0.4684 1.9180
C15 0.8852 -0.9491 3.1427
C16 1.2280 -2.3142 3.3000
C17 1.1610 -3.1313 2.2033
C18 0.8201 -2.6173 0.9556
C19 0.5028 -1.2570 0.7423
H4 -3.1592 5.8245 1.1917
H5 -1.1910 5.6613 -0.1895
H6 -0.0220 3.4591 -0.4749
H7 -2.6924 1.7943 2.5310
H8 -3.8663 3.9219 2.6637
H9 0.9097 -0.3456 4.0223
H10 1.4357 -2.7323 4.2800
H11 1.3469 -4.1262 2.4051
H12 0.8399 -3.3430 0.1594
C20 4.6125 -1.2356 3.2963
As1 5.4634 -0.5894 1.5974
C21 4.4309 -1.8503 0.5662
C22 4.3175 1.0747 1.5840
H13 3.5309 -1.0254 3.2703
H14 5.0237 -0.7375 4.1926
H15 4.7826 -2.3297 3.4477
H16 3.4254 -1.5192 0.4642
H17 4.4353 -2.8439 1.0959
H18 4.8884 -1.8575 -0.4136
H19 3.6643 1.0371 2.4360
H20 3.8592 1.2259 0.6205
H21 5.0589 1.8603 1.7342
O5 -2.9310 1.1805 -1.1853
C23 -3.9115 0.6104 -0.7766
N4 -4.1212 0.0608 0.4665
C24 -5.3853 -0.4950 0.5153
O6 -5.8872 -1.0948 1.4558
C25 -6.0401 -0.3188 -0.8140
C26 -7.2573 -0.6828 -1.3059
C27 -7.5412 -0.3716 -2.6254
C28 -6.6176 0.3049 -3.4463
C29 -5.3931 0.7019 -2.9527
C30 -5.1742 0.4013 -1.6392
H22 -8.0729 -1.1094 -0.7650
H23 -8.4903 -0.6318 -3.1017
H24 -6.8891 0.5615 -4.4848
H25 -4.6432 1.3341 -3.4071

These are the natural (NBO) partial charges, in e, on atoms 1 to 5: Pb 1.332; O -0.720; C 0.749; O -0.783; C 0.093


Molecular formula: C8H6F12N4O8S4Zn
Method: DFT, wB97M-V/def2-TZVPD

energy relative to the best compared isomer or geometry (same formula, charge and spin): 557.9 kJ/mol
HOMO energy: -11.37 eV
charge: 0
HOMO-LUMO gap: 8.2 eV

Element x y z (Å)
Zn1 0.0390 1.5644 0.0996
C1 2.1840 -1.4994 2.2604
F1 2.7274 -1.7682 3.4570
F2 2.9955 -0.6528 1.6163
F3 2.1282 -2.5905 1.5167
S1 0.4624 -0.5910 2.5236
O1 -0.3059 -1.5271 3.3748
O2 0.8018 0.6763 3.2130
N1 -0.1683 -0.0749 0.9932
S2 -0.9944 -1.3591 0.5755
O3 -1.3793 -1.3074 -0.8334
O4 -0.4629 -2.6884 0.9460
C2 -2.6826 -1.2336 1.5460
F4 -2.9987 -2.3965 2.1262
F5 -2.6364 -0.2291 2.5043
F6 -3.6158 -0.9149 0.6518
C3 -1.6973 1.4280 -3.8175
F7 -1.7927 1.2399 -5.1504
F8 -2.2954 2.6038 -3.5905
F9 -2.4501 0.4518 -3.4335
S3 0.1542 1.3125 -3.1032
O5 0.3451 -0.0166 -2.5204
O6 1.1007 1.6453 -4.1572
N2 0.1454 2.3908 -1.6320
S4 0.6387 3.7148 -2.3591
O7 2.0775 3.8575 -2.3017
O8 -0.0730 4.0196 -3.5980
C4 -0.1245 5.0580 -1.1184
F10 0.4981 4.9771 0.1139
F11 -0.1340 6.2058 -1.6458
F12 -1.4344 4.7031 -0.8537
C5 6.3619 -1.1535 4.0142
C6 6.3267 -2.0566 5.1490
N3 6.3477 -2.8190 6.0315
H1 5.3580 -1.1162 3.5914
H2 7.0089 -1.6561 3.2953
H3 6.7385 -0.1500 4.2122
C7 -4.4988 -3.1457 -1.9676
C8 -5.5122 -2.7371 -2.9250
N4 -6.3106 -2.2789 -3.6966
H4 -4.2515 -4.1813 -2.2011
H5 -4.9214 -3.2992 -0.9746
H6 -3.6995 -2.4055 -1.9320

These are the natural (NBO) partial charges, in e, on atoms 1 to 5: Zn 1.722; C 0.820; F -0.286; F -0.317; F -0.276